[1]
# H24O12

A structure of composition H24O12 (ωB97M-V/def2-TZVPD, OMol25).

Structure (ORCA input):
```
! RIJCOSX wB97M-V def2-TZVPD def2/J DEFGRID3
* xyz 0 1
O -1.80221 0.74182 -2.01865
O -1.80946 2.24119 -2.82100
O 0.20600 -1.17272 -1.39111
O 1.62556 4.18658 -0.35993
O 2.47740 1.07794 0.74162
O -3.50918 -2.80181 -1.75471
O 4.66966 -1.04515 1.00091
O 0.41121 -2.02351 2.00387
O -1.91904 2.53175 2.02409
O -1.45774 0.09985 3.60386
O -2.65776 -1.98885 1.20940
O 3.76790 -2.10128 -2.29163
H 2.87538 1.79679 1.34172
H -1.44220 3.11425 -2.92780
H -1.40585 0.72951 -1.12096
H -1.92531 -1.26974 1.27158
H 5.11364 -0.35515 0.45928
H -1.87780 0.17433 2.73339
H 0.98917 3.55532 -0.62654
H -1.85188 3.48933 2.30077
H 0.77731 -1.23799 -0.62228
H 1.54647 1.17455 0.52257
H -2.04028 -0.42973 4.03069
H 4.17813 -1.58407 0.46356
H 3.27916 -1.83153 -1.50716
H 4.72885 -2.34282 -2.03272
H -3.79078 -3.56436 -1.23324
H -2.77448 2.47376 -2.99707
H -3.75349 -2.12613 -1.02836
H 0.57900 -1.73723 2.91678
H -2.31149 2.48595 1.22208
H 1.01639 -1.56727 1.43298
H -1.57422 -0.01059 -2.46744
H 2.40210 4.16297 -1.02842
H -0.43423 -0.56356 -1.16445
H -2.32246 -2.50313 0.48734
*
```

Summary:
* Kohn-Sham gap: 8.53 eV
* energy relative to the best compared isomer or geometry (same formula, charge and spin): 780.2 kJ/mol
* max |F|: 0.2099 Eh/bohr

In elementary charge units, the Mulliken charges are:
1. O -0.51
2. O -0.48
3. O -0.51
4. O -0.62
5. O -0.56
6. O -0.64
7. O -0.58
8. O -0.57
9. O -0.57
10. O -0.55
11. O -0.61
12. O -0.62
13. H 0.31
14. H 0.23
15. H 0.19
16. H 0.25
17. H 0.32
18. H 0.22
19. H 0.28
20. H 0.28
21. H 0.23
22. H 0.28
23. H 0.31
24. H 0.24
25. H 0.28
26. H 0.34
27. H 0.31
28. H 0.28
29. H 0.34
30. H 0.33
31. H 0.30
32. H 0.28
33. H 0.28
34. H 0.34
35. H 0.24
36. H 0.35

[2]
# H24O16S

A cluster of 13 separate species, H24O16S in total (ωB97M-V/def2-TZVPD, OMol25).

Structure (ORCA input):
```
! RIJCOSX wB97M-V def2-TZVPD def2/J DEFGRID3
* xyz -2 1
S 0.04171 -0.10318 -0.02599
O 0.96494 -1.51717 -3.66672
O -3.92007 0.53718 1.04038
O 1.86864 -2.09901 2.09213
O 1.10235 0.84475 -0.01626
O 1.76970 2.62683 1.62201
O 2.97618 -1.68585 -0.56996
O 1.28416 2.52087 -1.93212
O -2.29985 0.72278 -2.66270
O 3.61423 0.91434 0.02918
O -1.82014 2.95338 -0.01260
O -0.52361 0.79962 3.47504
O -0.68627 -3.43443 -1.72143
O -1.08282 0.63238 -0.49688
O 0.30701 -1.32606 -0.79473
O -0.17022 -0.51795 1.34835
O -1.98338 -2.23340 2.29897
H -2.82064 -1.79210 1.92566
H -1.37882 -1.56357 1.86802
H 0.38152 -2.22402 -3.98075
H 0.95621 -1.78019 2.04053
H 2.70644 0.81374 0.12354
H -2.17322 2.99798 0.83689
H 1.63329 2.08702 0.84647
H 3.63132 1.74935 -0.47339
H 2.16742 -1.57151 -0.85351
H -3.06181 0.96218 0.77467
H 1.21847 1.95099 -1.13804
H -2.37901 -0.13851 -2.71422
H -1.45659 2.03513 -0.08066
H -1.81850 0.95502 -1.84264
H -0.56923 0.08087 2.72252
H 3.29547 -0.77730 -0.62204
H -0.87952 -3.86974 -0.94995
H 2.25674 -1.80312 1.23197
H 0.15834 2.50487 -2.04969
H 0.68013 -1.50891 -2.77077
H 0.29914 0.36161 3.85049
H 0.83985 2.75688 1.79675
H -0.34269 -2.65795 -1.29733
H -4.78689 0.79620 0.74882
*
```

Summary:
* Kohn-Sham gap: 9.40 eV
* energy relative to the best compared isomer or geometry (same formula, charge and spin): 386.9 kJ/mol
* max |F|: 0.1455 Eh/bohr

In elementary charge units, the Mulliken charges are:
1. S -0.03
2. O -0.66
3. O -0.66
4. O -0.79
5. O -1.01
6. O -0.71
7. O -0.73
8. O -0.80
9. O -0.72
10. O -0.78
11. O -0.75
12. O -0.71
13. O -0.72
14. O -0.67
15. O -0.57
16. O -0.40
17. O -0.72
18. H 0.37
19. H 0.43
20. H 0.31
21. H 0.41
22. H 0.61
23. H 0.32
24. H 0.54
25. H 0.34
26. H 0.33
27. H 0.37
28. H 0.63
29. H 0.23
30. H 0.39
31. H 0.49
32. H 0.42
33. H 0.43
34. H 0.30
35. H 0.43
36. H 0.38
37. H 0.42
38. H 0.31
39. H 0.32
40. H 0.41
41. H 0.25

[3]
# H24O24S3Zn3

A structure of composition H24O24S3Zn3 (ωB97M-V/def2-TZVPD, OMol25).

Structure (ORCA input):
```
! RIJCOSX wB97M-V def2-TZVPD def2/J DEFGRID3
* xyz 0 1
Zn -0.63378 -2.56039 -1.76160
Zn -3.00432 0.94603 0.06422
Zn 0.48165 -1.27643 2.80007
S 0.17119 0.04446 -0.31791
S -0.72967 -3.94501 1.31067
S -2.12786 2.83811 2.58201
O 2.74417 -3.10672 -0.05821
O 2.76320 2.74686 -2.28482
O -1.26276 3.63425 1.69074
O -2.44259 1.59616 1.90134
O 0.54355 -0.58462 0.95081
O 1.05201 1.15175 -0.68378
O 2.59731 -1.11550 -2.76686
O -3.33803 -0.88839 0.70447
O 3.37049 0.02589 0.67621
O -2.07253 -4.36472 1.77535
O -3.33882 3.53818 2.96015
O -0.81910 -3.29719 -0.01684
O 0.74964 0.54888 3.49721
O 1.01710 3.51207 0.42932
O -3.23015 0.45072 -1.97700
O 0.05363 -5.21099 1.21220
O 2.48961 -1.80906 2.62108
O -0.76634 -2.13140 -3.71069
O 0.23702 -0.93296 -1.40240
O -2.45509 2.76509 -0.56549
O -0.01612 2.32207 -3.19879
O -1.28400 2.48230 3.72832
O -1.15948 0.47998 -0.04435
O -0.04661 -3.05649 2.25836
H 3.82491 0.67089 0.13424
H -2.93986 -0.46124 -1.96004
H -3.73059 -1.03021 1.56587
H -1.99220 3.18160 0.16147
H 0.20282 3.66722 0.90797
H 1.69851 -1.08878 -2.43871
H -1.24066 -1.63894 -4.38056
H 3.06402 -1.19624 2.16201
H 2.80216 -2.47580 0.65929
H -0.05445 -2.55933 -4.18644
H 1.46623 1.17671 3.58969
H -2.77833 3.49490 -1.09382
H -0.87887 1.97571 -2.97090
H 0.85955 2.70228 -0.05612
H 3.45010 2.19306 -2.65591
H 2.27495 2.16545 -1.70189
H 3.05425 -2.22523 3.27241
H -0.04133 1.08777 3.48377
H 2.06791 -3.72457 0.21959
H 2.96981 -1.90883 -2.38202
H -3.14843 0.71155 -2.89435
H 0.52642 2.13850 -2.43185
H 2.46158 0.05940 0.37787
H -3.46182 -1.71874 0.24466
*
```

Summary:
* Kohn-Sham gap: 4.74 eV
* energy relative to the best compared isomer or geometry (same formula, charge and spin): 423.1 kJ/mol
* max |F|: 0.1675 Eh/bohr

In elementary charge units, the Mulliken charges are:
1. Zn -0.05
2. Zn 0.20
3. Zn 0.22
4. S 0.23
5. S 1.23
6. S 1.11
7. O -0.70
8. O -0.65
9. O -0.98
10. O -0.47
11. O 1.31
12. O -0.83
13. O -0.63
14. O -0.28
15. O -0.76
16. O -0.69
17. O -0.66
18. O -0.42
19. O -0.28
20. O -0.76
21. O -0.44
22. O -0.73
23. O -0.36
24. O -0.20
25. O 0.80
26. O -0.30
27. O -0.67
28. O -0.90
29. O -0.19
30. O -0.43
31. H 0.25
32. H 0.22
33. H 0.29
34. H 0.33
35. H 0.64
36. H 0.16
37. H 0.25
38. H 0.37
39. H 0.35
40. H 0.32
41. H 0.24
42. H 0.23
43. H 0.28
44. H 0.37
45. H 0.34
46. H 0.30
47. H 0.26
48. H 0.39
49. H 0.29
50. H 0.33
51. H 0.30
52. H 0.30
53. H 0.23
54. H 0.23

[4]
# H25O12

A cluster of 12 separate species, H25O12 in total (ωB97M-V/def2-TZVPD, OMol25).

Structure (ORCA input):
```
! RIJCOSX wB97M-V def2-TZVPD def2/J DEFGRID3
* xyz 1 1
O 2.95650 -1.58700 -2.39983
O -1.24356 3.33407 2.47127
O 1.04086 -3.64543 -1.47491
O -2.49502 -2.16980 -1.71009
O -3.85922 -0.05982 2.02652
O -2.62184 1.14556 -0.64586
O -0.47492 2.17908 -0.04246
O 0.02531 1.52194 -2.48615
O 0.12976 -0.18737 -0.05979
O 1.34459 3.87310 0.63719
O 0.97524 -2.23196 2.49940
O 4.00458 -1.91761 1.42568
H 1.77908 -2.08077 3.00661
H -0.13499 -1.02904 -0.46706
H 0.40749 2.38109 -2.71450
H -0.38058 2.91582 2.39201
H -0.99306 2.81116 0.50617
H -2.38331 1.24918 -1.58909
H -0.26042 1.46088 0.61660
H -3.99105 -0.62737 2.78389
H 0.61709 4.46994 0.82919
H 1.46993 -4.26032 -2.04876
H -2.33662 -2.48272 -2.60852
H -2.30461 0.24509 -0.44727
H -2.78810 -2.96791 -1.26022
H 3.64086 -1.50702 -3.06151
H -4.19640 -0.39547 1.19804
H 4.18049 -1.80077 0.48999
H 2.15821 4.38206 0.58587
H 0.82356 1.01609 -2.68435
H 3.06141 -1.86137 1.56645
H 2.81669 -2.40720 -1.93005
H 0.13194 -3.80924 -1.72732
H -1.03162 4.07040 3.05793
H -1.35847 1.69567 -0.51322
H 1.00949 -0.20948 -0.47250
H 1.13080 -3.08673 2.08623
*
```

Summary:
* Kohn-Sham gap: 10.96 eV
* energy relative to the best compared isomer or geometry (same formula, charge and spin): 250.3 kJ/mol
* max |F|: 0.0417 Eh/bohr

In elementary charge units, the Mulliken charges are:
1. O -0.60
2. O -0.64
3. O -0.57
4. O -0.60
5. O -0.61
6. O -0.61
7. O -0.46
8. O -0.58
9. O -0.66
10. O -0.53
11. O -0.62
12. O -0.59
13. H 0.29
14. H 0.26
15. H 0.31
16. H 0.32
17. H 0.48
18. H 0.42
19. H 0.48
20. H 0.31
21. H 0.31
22. H 0.31
23. H 0.30
24. H 0.36
25. H 0.32
26. H 0.30
27. H 0.31
28. H 0.32
29. H 0.29
30. H 0.28
31. H 0.30
32. H 0.31
33. H 0.28
34. H 0.32
35. H 0.33
36. H 0.25
37. H 0.32